[1]
DFT (the ωB97M-V functional and the def2-TZVPD basis) results for a molecular structure, C3H5N3O in a non-equilibrium geometry.

```
12
Properties=species:S:1:pos:R:3:mulliken_charge:R:1
C -1.79 -0.90 -1.31 -0.2495
C 0.97 0.16 0.69 0.4190
C 1.16 1.58 -0.05 -0.0527
H -2.73 -1.46 -0.53 0.1575
H -2.06 -0.68 -2.42 0.2632
H -1.01 -1.05 1.32 0.3123
H 1.97 -1.06 1.83 0.2586
H 0.32 2.25 -0.53 0.2941
N -0.70 -0.44 -0.81 -0.2966
N -0.45 -0.32 0.66 -0.1978
N 2.08 -0.10 1.46 -0.5404
O 2.23 2.01 -0.31 -0.3677
```

Output
Relative energy (zero: lowest compared OMol25 entry of this formula, charge and spin) (kJ/mol): 566.9
Largest force on an atom (eV/Å): 6.03
E_tot (hartree): -356.6415
Frontier orbital gap (eV): 9.726

[2]
DFT (the ωB97M-V functional and the def2-TZVPD basis) results for a single C3H5N3O molecule.

```
12
Properties=species:S:1:pos:R:3:mulliken_charge:R:1
N 0.61 -0.75 -1.38 -0.6004
C -0.29 -0.09 -0.50 -0.0509
C -1.56 0.53 -0.80 -0.0946
O -2.25 1.07 0.05 -0.5681
N -0.33 0.43 2.01 -0.5132
C -0.03 0.03 0.83 0.5238
N 0.98 -0.32 1.79 -0.0787
H 0.19 -1.56 -1.82 0.2634
H 0.94 -0.13 -2.12 0.2660
H -1.89 0.50 -1.86 0.3286
H 1.84 0.22 1.84 0.2617
H 1.04 -1.27 2.15 0.2624
```

Output
Relative energy (zero: lowest compared OMol25 entry of this formula, charge and spin) (kJ/mol): 425.8
Largest force on an atom (eV/Å): 0.86
E_tot (hartree): -356.6952
Frontier orbital gap (eV): 8.532

no.,E_HOMO (eV)
1,-9.6535
2,-8.1247